Entry from OMol25: a single C4H8N2 molecule in a non-equilibrium geometry (ωB97M-V with the def2-TZVPD basis set).

```
14
Properties=species:S:1:pos:R:3:lowdin_charge:R:1
C -2.720 -0.277 0.137 -0.125
C -1.269 0.307 -0.315 -0.220
C 2.267 -0.790 0.002 -0.058
C 1.957 0.671 0.229 -0.187
H -3.209 -0.115 -0.995 0.100
H -2.597 -1.389 0.653 0.114
H -3.202 0.658 0.738 0.084
H -1.130 1.469 -0.592 0.131
H 2.916 -1.090 -0.760 0.053
H 1.674 -1.519 0.861 0.169
H 2.705 1.380 -0.223 0.102
H 1.747 1.055 1.254 0.106
N -0.143 -0.350 -0.329 -0.105
N 1.003 -0.011 -0.658 -0.164
```

Energy above the lowest of the compared OMol25 structures with the same formula, charge and spin (kcal/mol): 134.2
E_HOMO (Ha): -0.29208
Molar mass (g mol⁻¹): 84.12
Multiplicity: 1
F_max (eV Å⁻¹): 9.2

Entry from OMol25: a single C4H8N2 molecule in a non-equilibrium geometry (ωB97M-V with the def2-TZVPD basis set).

```
14
Properties=species:S:1:pos:R:3:lowdin_charge:R:1
C 2.012 0.229 0.214 -0.098
C 0.514 0.181 0.466 -0.315
N -0.152 -0.504 -0.612 -0.133
C -1.584 -0.178 -0.787 -0.193
C -2.338 0.138 0.453 -0.206
N -2.887 0.368 1.453 0.137
H 2.242 0.795 -0.695 0.075
H 2.413 -0.784 0.093 0.071
H 2.525 0.698 1.057 0.071
H 0.275 -0.304 1.422 0.111
H 0.115 1.208 0.539 0.121
H 0.107 -1.445 -0.819 0.106
H -2.141 -0.954 -1.329 0.120
H -1.101 0.553 -1.455 0.132
```

Energy above the lowest of the compared OMol25 structures with the same formula, charge and spin (kcal/mol): 42.7
E_HOMO (Ha): -0.32865
Molar mass (g mol⁻¹): 84.12
Multiplicity: 1
F_max (eV Å⁻¹): 3.5

Entry from OMol25: a single C4H8N2 molecule in a non-equilibrium geometry (ωB97M-V with the def2-TZVPD basis set).

```
14
Properties=species:S:1:pos:R:3:lowdin_charge:R:1
C 0.132 1.641 0.865 -0.128
N 0.489 0.228 0.841 -0.096
C -0.332 -0.545 -0.094 -0.418
C 0.277 -0.546 -1.502 -0.054
C -0.463 -1.929 0.402 -0.185
N -0.592 -3.005 0.806 0.151
H 0.240 2.072 -0.136 0.075
H 0.823 2.171 1.528 0.081
H -0.898 1.835 1.210 0.082
H 0.398 -0.156 1.775 0.106
H -1.362 -0.147 -0.152 0.142
H -0.376 -1.068 -2.209 0.084
H 0.409 0.482 -1.851 0.072
H 1.255 -1.033 -1.484 0.088
```

Energy above the lowest of the compared OMol25 structures with the same formula, charge and spin (kcal/mol): 13.5
E_HOMO (Ha): -0.35444
Molar mass (g mol⁻¹): 84.12
Multiplicity: 1
F_max (eV Å⁻¹): 1.1

Entry from OMol25: 2 unconnected molecules or ions with the total composition C4H8N2 in a non-equilibrium geometry (ωB97M-V with the def2-TZVPD basis set).

```
14
Properties=species:S:1:pos:R:3:lowdin_charge:R:1
C -0.598 1.088 -0.571 -0.001
C 1.915 0.155 -0.154 -0.243
C 1.673 -1.242 0.186 -0.095
C -2.800 0.103 0.141 -0.145
N 2.645 1.133 -0.300 0.082
N -1.457 0.249 -0.363 -0.104
H -0.369 2.110 -0.431 0.031
H 0.648 -1.476 0.376 0.043
H 2.166 -1.285 1.136 0.072
H 2.076 -2.063 -0.429 0.087
H -2.615 -0.228 1.154 0.066
H -3.403 -0.523 -0.508 0.060
H -3.487 1.096 0.189 0.111
H 3.606 0.884 -0.425 0.036
```

Energy above the lowest of the compared OMol25 structures with the same formula, charge and spin (kcal/mol): 132.5
E_HOMO (alpha / beta) (Ha): -0.24562 / -0.24278
Molar mass (g mol⁻¹): 84.12
Multiplicity: 1
F_max (eV Å⁻¹): 3.3

Entry from OMol25: a molecular structure, C4H8N2 in a non-equilibrium geometry (ωB97M-V with the def2-TZVPD basis set).

```
14
Properties=species:S:1:pos:R:3:lowdin_charge:R:1
C -0.073 -0.085 -1.852 -0.087
N -0.931 0.343 1.732 0.001
C 1.304 -0.401 0.847 -0.139
C 0.175 0.539 0.803 -0.252
C -0.209 -0.715 -0.486 -0.288
N 0.944 -1.352 0.047 0.067
H -1.831 0.600 1.343 0.068
H -0.815 0.881 2.586 0.064
H 2.256 -0.277 1.367 0.104
H 0.447 1.584 0.620 0.114
H -1.125 -1.308 -0.383 0.124
H 0.852 0.487 -1.942 0.076
H -0.076 -0.869 -2.619 0.074
H -0.919 0.574 -2.062 0.074
```

Energy above the lowest of the compared OMol25 structures with the same formula, charge and spin (kcal/mol): 57.4
E_HOMO (Ha): -0.32516
Molar mass (g mol⁻¹): 84.12
Multiplicity: 1
F_max (eV Å⁻¹): 3.5

Entry from OMol25: a single C4H8N2 molecule in a non-equilibrium geometry (ωB97M-V with the def2-TZVPD basis set).

```
14
Properties=species:S:1:pos:R:3:lowdin_charge:R:1
C -0.681 1.537 0.436 -0.030
C -0.796 0.543 -0.605 -0.353
C 0.264 -0.309 -0.018 -0.322
C 1.704 -0.386 -0.297 -0.021
N -1.757 -0.637 -0.300 0.035
N -0.614 -1.249 0.315 -0.008
H 0.250 2.072 0.335 0.029
H -0.696 1.223 1.431 0.015
H -0.817 0.748 -1.689 0.139
H 2.002 -1.374 -0.497 0.061
H 2.345 -0.028 0.588 0.112
H 1.940 0.210 -1.153 0.075
H -2.414 -0.335 0.404 0.092
H -0.728 -2.015 1.051 0.177
```

Energy above the lowest of the compared OMol25 structures with the same formula, charge and spin (kcal/mol): 125.6
E_HOMO (alpha / beta) (Ha): -0.23713 / -0.23723
Molar mass (g mol⁻¹): 84.12
Multiplicity: 1
F_max (eV Å⁻¹): 3.6